Formula: C38H62O29
Source: the Open Molecules 2025 dataset
Level of theory: ωB97M-V/def2-TZVPD

Summary:
ΔE to the lowest compared entry with this formula, charge and spin (eV): 1.795

Cartesian coordinates (Å):
C 5.56276 3.27551 -1.29125
C 5.04306 2.31290 -2.34257
C 5.26043 0.80507 -2.08635
O 3.96125 0.23849 -2.15665
C 3.05698 1.18424 -2.24113
O 1.87248 0.99279 -2.32557
O 3.59167 2.41892 -2.26642
H 6.63862 3.26482 -1.11528
H 5.08914 3.07691 -0.32962
H 5.30688 4.28315 -1.62028
H 5.41551 2.54214 -3.33994
H 5.85170 0.62036 -1.19083
H 5.85193 0.41919 -2.91756
C -4.56669 -1.29993 0.05210
C -5.28607 -1.53901 1.36778
C -4.44965 -2.12675 2.50251
O -4.54467 -1.15787 3.53202
C -5.10787 -0.03655 3.08924
O -5.09630 1.00665 3.66183
O -5.65582 -0.23484 1.85980
H -5.28897 -0.97676 -0.69351
H -4.07087 -2.22290 -0.26643
H -3.79978 -0.53401 0.14827
H -6.18680 -2.12660 1.17989
H -3.40279 -2.22907 2.20907
H -4.82338 -3.11027 2.78096
C 2.71008 -2.45729 3.15878
C 3.30066 -2.53220 1.76228
C 3.23705 -1.23821 0.99186
O 4.54967 -1.12193 0.44664
C 5.37540 -2.03358 1.00629
O 6.54411 -2.09349 0.77241
O 4.70660 -2.79389 1.88512
H 3.08842 -1.56454 3.66088
H 2.86830 -3.35496 3.75370
H 1.62403 -2.32285 3.16636
H 2.82392 -3.32764 1.18276
H 2.93492 -0.40838 1.63565
H 2.45693 -1.27830 0.23160
C 1.32252 1.89696 0.84465
C 2.06143 2.05507 2.17262
C 1.72294 3.36771 2.90766
O 1.03630 2.94174 4.07746
C 1.21301 1.61712 4.23262
O 0.96222 1.00758 5.22251
O 1.68194 1.06657 3.10774
H 0.29059 2.22631 0.94631
H 1.41855 0.86527 0.50860
H 1.88609 2.50186 0.12803
H 3.13682 2.05364 1.97353
H 1.10028 4.01502 2.29324
H 2.64146 3.92616 3.09767
C -1.19139 -4.07737 -0.73401
C -0.65652 -4.72402 0.52122
C -0.69338 -3.82521 1.76741
O -1.32557 -4.64414 2.74431
C -1.67984 -5.82584 2.21236
O -2.21578 -6.70499 2.81308
O -1.42158 -5.86286 0.89978
H -0.51383 -3.31145 -1.12056
H -2.15647 -3.58944 -0.57901
H -1.32391 -4.71223 -1.61145
H 0.37956 -5.04042 0.38053
H -1.22568 -2.87533 1.70459
H 0.34424 -3.57838 2.00294
C 4.53083 -2.81875 -4.26284
C 3.71788 -2.84756 -2.98656
C 2.26332 -2.38274 -2.96665
O 1.56785 -3.50062 -2.38702
C 2.41672 -4.53119 -2.19364
O 2.06140 -5.58593 -1.79371
O 3.70110 -4.18264 -2.47673
H 4.67853 -1.79299 -4.60443
H 4.00667 -3.40080 -5.02575
H 5.50835 -3.27293 -4.11661
H 4.25818 -2.22538 -2.26511
H 1.95028 -2.31114 -4.00976
H 2.11522 -1.52028 -2.33054
C -0.94281 4.84708 -1.39289
C -1.83636 3.91957 -2.18520
C -1.17093 2.58154 -2.56596
O -2.16140 1.60872 -2.20609
C -3.12091 2.20084 -1.47568
O -3.99401 1.60065 -0.93724
O -2.98700 3.54429 -1.44251
H -1.36423 5.81741 -1.13694
H -0.10147 5.11210 -2.04580
H -0.51648 4.33502 -0.53405
H -2.09953 4.40527 -3.12940
H -0.23487 2.37363 -2.04619
H -0.89300 2.47738 -3.61489
C -4.30886 4.62572 2.17899
C -2.77818 4.58675 2.31607
C -2.38030 4.16140 3.72978
O -2.02249 2.79887 3.59686
C -2.09870 2.42574 2.31703
O -1.92222 1.31268 1.90885
O -2.36817 3.46107 1.52545
H -4.73284 3.68324 2.53191
H -4.60699 4.84449 1.15631
H -4.71676 5.39283 2.84393
H -2.38207 5.55332 2.01256
H -3.25383 4.26396 4.37208
H -1.55080 4.76679 4.09565
C -2.30700 1.69670 -4.71194
C -2.03749 0.22367 -4.71958
C -0.81672 -0.20370 -3.86713
O -1.32896 -1.36869 -3.21806
C -2.64945 -1.37554 -3.24677
O -3.32678 -2.14746 -2.63838
O -3.14164 -0.42578 -4.06812
H -2.21176 2.12913 -3.71412
H -3.32434 1.93301 -5.02537
H -1.62691 2.28274 -5.33635
H -1.93689 -0.23578 -5.70734
H -0.52904 0.53975 -3.12288
H 0.04654 -0.39739 -4.49912
C -0.69817 -0.74943 -0.45587
O 0.16702 -1.27981 0.53888
H -0.07248 -0.38904 -1.27539
H -1.39983 -1.49734 -0.83248
H -1.21352 0.11699 -0.02927
H -0.36159 -1.46604 1.33838
C -1.05440 -1.31305 4.28648
O -1.15819 -1.15513 2.86346
H -1.96923 -0.97009 4.77151
H -0.94185 -2.36181 4.56204
H -0.15675 -0.77384 4.59393
H -1.41855 -0.22814 2.69196


Formula: C5H8S3
Source: the Open Molecules 2025 dataset
Level of theory: ωB97M-V/def2-TZVPD

Summary:
ΔE to the lowest compared entry with this formula, charge and spin (eV): 0.848

Cartesian coordinates (Å):
C 3.15359 -0.23285 0.48262
C 1.80071 0.16998 -0.00368
S 1.36445 1.72857 -0.25959
S 0.78213 -1.24033 -0.27476
C -0.81608 -0.52773 -0.79838
C -1.65038 -0.03683 0.43275
C -2.90425 0.58858 -0.13326
S -4.37769 0.16473 0.10265
H 3.34480 -1.22930 0.13702
H 3.17350 -0.20504 1.61911
H 3.91993 0.44345 0.19144
H -0.69725 0.29369 -1.50723
H -1.34162 -1.32706 -1.25789
H -1.96838 -0.80447 1.11123
H -1.02464 0.69542 0.87232
H -2.75882 1.51920 -0.71434


Formula: C4H11N3O2
Source: the Open Molecules 2025 dataset
Level of theory: ωB97M-V/def2-TZVPD

Summary:
ΔE to the lowest compared entry with this formula, charge and spin (eV): 0.514

Cartesian coordinates (Å):
H 2.02902 -1.12716 1.47951
N 1.11425 -0.76898 1.26487
C 0.87634 0.46803 1.45228
N 1.71500 1.33295 2.17446
N -0.31289 0.99950 1.07506
C -0.73068 2.37361 1.29946
H 2.23710 0.86091 2.89521
H 2.24773 2.02613 1.67793
H -0.76184 0.53980 0.29948
H 0.09228 2.99637 1.63130
H -1.53739 2.41652 2.03077
H -1.20970 2.76596 0.40410
C -0.90777 -2.08241 -3.12939
C -0.89024 -1.79978 -1.65163
O -1.84206 -1.94383 -0.92630
O 0.30149 -1.36420 -1.24114
H -1.08143 -1.17876 -3.70498
H -1.71807 -2.76728 -3.34126
H 0.03580 -2.50715 -3.44351
H 0.34305 -1.24023 -0.24622


Formula: C34H86F12N16O14P4S4
Source: the Open Molecules 2025 dataset
Level of theory: ωB97M-V/def2-TZVPD

Summary:
E_tot (eV): -202261.4087
Total charge: -2

Cartesian coordinates (Å):
C 1.14324 -1.46830 7.57536
F 1.90680 -0.36682 7.42996
F 0.81267 -1.86705 6.41928
F 1.69004 -2.37318 8.33261
S -0.66881 -0.99871 8.29564
O -0.76876 -1.62327 9.60341
O -0.66591 0.45720 8.29689
N -1.94763 -1.31922 7.13006
S -2.10173 -2.89228 7.36205
O -2.70825 -3.42023 6.09602
O -0.89832 -3.63077 7.82942
C -3.48533 -3.09870 8.71119
F -2.81822 -3.52993 9.76506
F -4.04715 -1.92929 9.02892
F -4.34059 -4.01849 8.19784
C -0.19221 0.08174 -0.25791
F -0.24599 -1.20752 -0.37756
F -0.32506 0.72923 -1.46193
F -1.09900 0.39303 0.68707
S 1.55606 0.55852 0.45251
O 2.42887 0.13202 -0.59889
O 1.45945 1.98667 0.53142
N 1.47306 -0.25801 2.07251
S 2.94130 -0.77945 2.15949
O 3.23088 -1.83686 1.26962
O 3.90024 0.25014 2.33452
C 2.98561 -1.74927 3.97065
F 4.16071 -2.39036 4.22291
F 2.79960 -0.85418 4.95037
F 2.03604 -2.55875 4.08110
C -1.30093 -2.18046 3.41572
O -1.87252 -1.37011 4.24472
N -1.83418 -3.04317 2.62550
C -1.11639 -3.62187 1.55606
C -3.27719 -3.37924 2.75739
H -0.21352 -2.10725 3.25960
H -0.04088 -3.44490 1.54873
H -1.54422 -3.30940 0.60348
H -1.12988 -4.70874 1.47464
H -3.80811 -3.36515 3.70924
H -4.04160 -2.89272 2.15153
H -3.34347 -4.39812 2.37581
C 0.42756 1.10839 5.35258
O -0.77431 0.72774 5.41454
N 0.86033 2.29651 5.76710
C 0.21501 3.31832 6.55198
C 2.29025 2.65510 5.47128
H 1.20919 0.41838 4.99884
H -0.04723 3.16241 7.59841
H -0.73803 3.46587 6.04402
H 0.86263 4.19144 6.63175
H 2.45890 3.62722 5.00802
H 2.64248 2.64483 6.50276
H 2.86532 1.91524 4.91449
O 9.23195 2.13265 -1.84927
P 7.86984 1.62162 -1.63458
N 6.58764 2.51330 -2.33747
C 6.72957 3.97091 -2.38575
C 5.23191 1.92311 -2.62677
N 7.40336 1.59741 -0.00329
C 8.20907 2.01336 1.11468
C 6.02463 1.01990 0.29415
N 7.63598 -0.05552 -2.04297
C 8.09864 -0.51268 -3.32851
C 7.78844 -1.21963 -1.09088
H 7.79289 4.20663 -2.42917
H 6.12349 4.30288 -1.54280
H 6.38836 4.36764 -3.34194
H 5.20746 0.88000 -2.94209
H 4.68311 2.54610 -3.33303
H 4.59521 2.04079 -1.74991
H 8.92197 1.22718 1.36324
H 8.88817 2.82386 0.85012
H 7.69142 2.35415 2.01135
H 5.52778 0.71593 -0.62718
H 6.00732 0.19525 1.00671
H 5.43935 1.69862 0.91455
H 7.42242 -1.07852 -3.96933
H 8.52014 0.33959 -3.86150
H 8.95681 -1.15552 -3.13259
H 7.00664 -1.96365 -1.24357
H 7.79512 -0.80516 -0.08278
H 8.74281 -1.73561 -1.19610
O -5.19244 -5.67916 -1.61554
P -3.85663 -5.44713 -2.28624
N -2.62531 -6.44126 -1.56242
C -2.95340 -6.93029 -0.19720
C -1.11260 -6.33309 -1.75705
N -3.36726 -3.84114 -2.03756
C -3.87187 -3.15333 -0.86155
C -2.10636 -3.33200 -2.57900
N -3.81410 -5.84186 -3.90803
C -5.01566 -5.63887 -4.74862
C -2.55819 -5.82986 -4.71357
H -3.67252 -6.36612 0.39667
H -2.03980 -7.00968 0.39197
H -3.30382 -7.95133 -0.34812
H -0.80001 -6.18540 -2.79077
H -0.69082 -7.21746 -1.27946
H -0.73418 -5.49531 -1.17138
H -4.95453 -3.15819 -0.98776
H -3.77717 -3.82983 -0.01214
H -3.54254 -2.13911 -0.63573
H -1.91671 -2.48101 -1.92482
H -1.27507 -4.03621 -2.54511
H -2.22254 -3.08611 -3.63453
H -5.02131 -6.18017 -5.69471
H -5.88729 -6.03054 -4.22426
H -4.99792 -4.56874 -4.95500
H -1.91174 -5.00225 -4.42157
H -2.77022 -5.49404 -5.72864
H -2.11687 -6.81975 -4.82958
O -2.93303 1.28863 4.12721
P -3.50134 2.05026 3.00614
N -2.33444 3.01374 2.05478
C -2.66982 3.87921 0.94534
C -0.93502 2.99550 2.33455
N -4.58490 3.21883 3.59716
C -5.84305 2.78261 4.08704
C -4.15612 4.44639 4.22379
N -4.44810 1.11751 1.83098
C -4.57836 1.49598 0.40011
C -4.22168 -0.32112 1.84332
H -2.52277 3.30431 0.03102
H -2.04819 4.76652 0.82560
H -3.71023 4.16155 1.10635
H -0.60793 1.96634 2.48268
H -0.80429 3.58892 3.23946
H -0.19616 3.48569 1.70059
H -5.85293 2.32175 5.07477
H -6.61048 3.55602 4.11858
H -6.41145 2.13837 3.41623
H -3.16518 4.67842 3.83356
H -4.74718 5.33360 3.99661
H -3.98004 4.24716 5.28086
H -3.68382 1.57663 -0.21746
H -5.30424 0.80775 -0.03293
H -5.11106 2.43442 0.24630
H -3.21050 -0.58668 2.15166
H -4.38476 -0.95036 0.96835
H -4.86368 -0.71803 2.62971
O 0.39436 1.07724 -7.50586
P -0.00663 2.42796 -7.20414
N -1.06677 2.31580 -5.94562
C -0.70618 2.71944 -4.57594
C -2.15192 1.41393 -6.05922
N -0.88962 3.25860 -8.46498
C -0.78139 2.84354 -9.91417
C -1.72211 4.55005 -8.36438
N 1.25384 3.54697 -6.66838
C 2.47972 3.07061 -6.10735
C 1.12703 4.95014 -6.94648
H -0.34706 1.82463 -4.06758
H -1.56158 3.00151 -3.96207
H -0.01910 3.56561 -4.57340
H -2.99087 1.77813 -5.46623
H -1.99044 0.44339 -5.59010
H -2.42838 1.19851 -7.09133
H -1.05473 1.80550 -10.10353
H -1.43754 3.46636 -10.52217
H 0.25807 2.93869 -10.22814
H -1.50646 5.35113 -9.07140
H -2.68553 4.19397 -8.72927
H -1.68203 5.09239 -7.41973
H 3.20970 3.87940 -6.07430
H 2.36589 2.47024 -5.20474
H 2.82480 2.28848 -6.78358
H 0.94159 5.14279 -8.00318
H 1.97898 5.43830 -6.47323
H 0.24164 5.29321 -6.41123


Formula: C19H27N3O5S3
Source: the Open Molecules 2025 dataset
Level of theory: ωB97M-V/def2-TZVPD

Summary:
ΔE to the lowest compared entry with this formula, charge and spin (eV): 0.000

Cartesian coordinates (Å):
C -4.02218 -1.79100 -1.77595
C -4.32161 -2.65275 -0.55546
C -3.21345 -2.58307 0.47439
S -3.04315 -0.89442 1.11915
O -4.29573 -0.19339 1.09782
O -2.33422 -0.93875 2.37040
C -1.94070 -0.09402 -0.03582
N -0.98140 -0.71431 -0.62371
C -0.20246 0.11742 -1.34564
S 1.23858 -0.50983 -2.18006
O 0.84336 -1.45490 -3.18618
O 1.98905 0.65211 -2.61800
C 2.17479 -1.34518 -0.90506
C 1.57106 -2.34859 -0.17105
C 2.28435 -2.96543 0.83924
C 3.59809 -2.59246 1.11461
C 4.34622 -3.25218 2.23009
C 4.18859 -1.59329 0.34928
C 3.47858 -0.96566 -0.66001
C -0.55438 1.45279 -1.29542
N -0.00748 2.46493 -1.99728
C 0.06340 3.77469 -1.39390
C 1.17288 3.79970 -0.32704
N 0.94772 2.74112 0.64213
C 0.29454 3.20447 1.85612
C 0.00791 2.02449 2.78837
O 1.18556 1.30875 3.08091
C 1.76167 0.82398 1.89580
C 2.13911 1.97333 0.96047
S -1.98635 1.62778 -0.30451
H -3.04675 -2.03143 -2.19398
H -4.77602 -1.95270 -2.54260
H -4.03746 -0.73940 -1.50172
H -4.45815 -3.69318 -0.86074
H -5.24685 -2.30712 -0.09118
H -2.23702 -2.81558 0.05853
H -3.40876 -3.20650 1.34344
H 0.55435 -2.62639 -0.39524
H 1.82069 -3.74451 1.42562
H 3.96878 -2.89525 3.18819
H 4.20769 -4.33074 2.20059
H 5.40856 -3.03030 2.17536
H 5.21058 -1.30321 0.54411
H 3.92120 -0.19180 -1.26753
H 0.84541 2.16108 -2.47246
H -0.90630 3.99647 -0.94328
H 0.27385 4.50900 -2.17320
H 1.20781 4.79098 0.14467
H 2.12800 3.62703 -0.82966
H -0.64641 3.68895 1.58746
H 0.93050 3.93253 2.39085
H -0.37826 2.38278 3.74360
H -0.73209 1.35006 2.33448
H 2.65007 0.26007 2.18548
H 1.05853 0.14920 1.38361
H 2.55363 1.56787 0.03503
H 2.90260 2.59736 1.45762


Formula: C39H33N4O3P2PdSSe2
Source: the Open Molecules 2025 dataset
Level of theory: ωB97M-V/def2-TZVPD

Summary:
ΔE to the lowest compared entry with this formula, charge and spin (eV): 0.000
Total charge: -1

Cartesian coordinates (Å):
Pd 1.98541 0.27129 -2.10141
Se 0.17873 -3.43321 3.47361
P -0.59864 -1.50897 3.07446
C -0.65570 -0.44139 4.54624
C -1.23337 0.82459 4.47164
C -1.30088 1.62264 5.60023
C -0.79323 1.16297 6.80956
C -0.21692 -0.09505 6.88482
C -0.14872 -0.89853 5.75404
C -2.31257 -1.50789 2.46471
C -2.79030 -0.46616 1.67147
C -4.13434 -0.41030 1.33545
C -5.00465 -1.39418 1.78602
C -4.52806 -2.44153 2.56180
C -3.18405 -2.49974 2.90145
C 0.32227 -0.56155 1.86995
C 0.58721 -0.75317 0.51336
N 1.36939 0.28236 0.13401
N 1.57258 1.06135 1.17385
N 0.93857 0.58795 2.23046
P 0.33031 -1.97063 -0.75463
Se -0.02701 -1.05326 -2.67459
C -1.02790 -3.07956 -0.33942
C -0.79336 -4.29324 0.29624
C -1.85277 -5.15114 0.55327
C -3.13782 -4.80139 0.17097
C -3.37266 -3.58972 -0.46911
C -2.32043 -2.73004 -0.72760
C 1.85498 -2.95818 -0.76034
C 2.32285 -3.52970 -1.94066
C 3.48299 -4.28796 -1.92469
C 4.17583 -4.47721 -0.73568
C 3.70889 -3.91080 0.44125
C 2.54848 -3.14970 0.43274
H -1.61933 1.19672 3.53143
H -1.74468 2.60868 5.53453
H -0.84751 1.78951 7.69161
H 0.18259 -0.45697 7.82466
H 0.29869 -1.88359 5.80021
H -2.11409 0.29787 1.30425
H -4.49851 0.39985 0.71532
H -6.05466 -1.34801 1.52357
H -5.20392 -3.21715 2.90273
H -2.79723 -3.31853 3.49808
H 0.20731 -4.56810 0.60085
H -1.66823 -6.08955 1.06133
H -3.96344 -5.47306 0.37195
H -4.37625 -3.31292 -0.76573
H -2.49807 -1.79038 -1.23653
H 1.78661 -3.35803 -2.86306
H 3.84990 -4.72802 -2.84396
H 5.08562 -5.06647 -0.72814
H 4.24538 -4.05762 1.37032
H 2.18281 -2.71243 1.35483
C 3.49941 -0.01086 -3.40411
C 3.85950 1.20304 -2.70265
C 3.63831 2.48487 -3.27498
C 3.70925 3.60834 -2.49748
C 3.95602 3.50431 -1.11527
C 4.12902 2.27529 -0.52706
C 4.08879 1.11116 -1.31314
H 3.99201 -0.92928 -3.09787
H 3.32175 0.05851 -4.47075
H 3.39679 2.54921 -4.32723
H 3.52521 4.58205 -2.93417
H 3.98135 4.40187 -0.51115
H 4.27150 2.18986 0.54089
H 4.30409 0.14856 -0.86646
N 0.39492 2.66180 -1.35529
C -0.32841 3.53079 -2.21253
C 0.02602 3.62130 -3.55799
C -0.67904 4.45210 -4.41939
C -1.76414 5.18104 -3.95998
C -2.13873 5.07372 -2.63111
C -1.42391 4.26380 -1.75842
S -2.69076 6.27494 -5.05653
O -2.44731 7.60323 -4.50956
O -4.06886 5.82416 -4.91902
O -2.11570 6.05813 -6.37598
H 0.05772 2.67068 -0.40327
H 1.37711 2.88571 -1.32453
H 0.84597 3.01547 -3.93098
H -0.41187 4.53365 -5.46695
H -2.99308 5.63938 -2.27742
H -1.71102 4.20245 -0.71136


Formula: C4H11N2O
Source: the Open Molecules 2025 dataset
Level of theory: ωB97M-V/def2-TZVPD

Summary:
ΔE to the lowest compared entry with this formula, charge and spin (eV): 1.041
Total charge: -1

Cartesian coordinates (Å):
N 2.24147 -0.13932 0.11125
C 1.37205 -1.23634 0.50999
C -0.08121 -0.82204 0.76003
C -0.80959 -0.62697 -0.62235
N -1.70245 0.50976 -0.68262
C -1.03975 1.83365 -0.27116
O 0.27125 1.87804 -0.41113
H 2.54783 0.32577 0.96092
H 1.62131 0.59358 -0.28431
H 1.30415 -1.94592 -0.32757
H 1.77074 -1.82967 1.33947
H -0.18495 0.11916 1.29627
H -0.64313 -1.59404 1.29477
H -1.48753 -1.48708 -0.56066
H -0.08505 -0.69197 -1.41194
H -2.10861 0.56753 -1.60647
H -1.41424 1.95609 0.77459
H -1.57229 2.58979 -0.86908